# C3H5NO3

A cluster of 2 separate species, C3H5NO3 in total at a distorted geometry (wB97M-V/def2-TZVPD, the Open Molecules 2025 dataset).

```
12
Properties=species:S:1:pos:R:3:forces:R:3:nbo_charge:R:1
C 0.213841 1.592494 -0.210113 1.140 -1.039 3.801 0.33
C 1.026609 -0.754924 0.499462 -0.736 -0.306 -2.517 -0.66
C 0.296758 0.160291 -0.408879 -1.576 -0.652 3.322 -0.14
N -1.775389 -0.640528 -0.068413 3.924 2.481 -1.497 0.56
O 0.608115 2.128616 0.838390 -0.920 -0.242 -2.232 -0.50
O -2.598257 -0.064429 -0.711009 -0.823 -1.265 0.906 -0.30
O -1.623346 -1.556134 0.655873 -1.715 -0.475 0.128 -0.29
H -0.207053 1.983270 -1.082399 -0.793 2.197 -1.232 0.13
H 0.644273 -0.704692 1.467160 -0.091 0.025 1.734 0.24
H 0.975243 -1.769088 0.062053 0.150 0.413 0.548 0.22
H 1.996654 -0.347474 0.341378 1.445 -0.092 0.736 0.24
H 0.442554 -0.027402 -1.383500 -0.006 -1.046 -3.698 0.18
```
Positions in Å, forces in eV/Å.

Values from the calculation:
DFT total energy	-10818.7887	eV
LUMO (spin up / spin down)	-1.2 / -1.2	eV
frontier orbital gap (spin up / spin down)	0.309 / 0.296	Eh
E_HOMO (spin up / spin down)	-9.59 / -9.24	eV
spin multiplicity	1
energy relative to the best compared isomer or geometry (same formula, charge and spin)	159.1	kcal per mole